Density functional theory data (wB97M-V/def2-TZVPD) for a cluster of 3 separate species, C12H30ClN2O4 in total in a non-equilibrium geometry.

Properties
- Maximum force: 3.96 eV/Å
- Energy relative to the best compared isomer or geometry (same formula, charge and spin): 271.5 kJ/mol
- E_tot: -1345.77020 Ha
- Net charge: -1
- Kohn-Sham gap: 6.832 eV

Last column: Mulliken charge in e.
Atoms and positions in Å:
H1 20.46 4.72 -13.23  0.292
H2 19.08 5.68 -15.28  0.334
C1 25.45 9.05 -12.26  -0.842
H3 27.35 11.29 -15.54  0.306
C2 23.72 7.89 -13.58  -0.376
H4 22.44 4.43 -12.21  -0.282
C3 20.71 2.57 -13.33  -0.745
O1 22.55 2.25 -9.76  -0.329
H5 23.99 6.68 -17.71  0.257
C4 22.95 3.48 -10.37  -0.580
H6 19.01 3.79 -13.46  0.261
H7 24.80 9.17 -11.40  0.398
H8 25.83 11.71 -15.10  0.326
C5 23.51 8.35 -15.03  -0.422
C6 22.79 2.02 -8.36  -0.818
H9 23.23 2.95 -12.40  0.256
N1 25.07 7.92 -13.11  -0.125
O2 23.94 7.44 -16.00  -0.329
C7 23.20 7.25 -17.23  -0.538
C8 22.45 3.42 -11.79  0.032
H10 25.57 11.13 -12.40  0.416
O3 20.32 3.94 -15.24  -0.304
H11 21.21 1.86 -11.36  0.243
H12 21.83 2.10 -7.86  0.276
H13 19.88 1.86 -13.34  0.378
N2 21.18 2.69 -11.94  -0.228
H14 18.51 4.21 -16.05  0.333
H15 19.93 5.21 -16.73  0.220
H16 24.63 10.51 -13.59  0.256
C9 19.40 4.82 -15.86  -0.793
H17 22.30 4.22 -9.90  0.272
H18 23.95 9.33 -15.21  0.121
C10 20.02 3.92 -13.83  -0.297
H19 23.33 1.09 -8.18  0.250
Cl1 25.96 4.66 -12.32  -0.859
H20 23.04 8.13 -17.85  0.289
C11 25.54 10.25 -13.05  -0.397
H21 26.48 8.89 -11.92  0.408
H22 24.02 3.67 -10.29  0.447
C12 26.78 11.48 -14.63  -0.835
H23 23.42 2.76 -7.87  0.322
H24 27.21 12.35 -14.14  0.290
O4 26.73 10.28 -13.92  -0.314
H25 22.26 6.76 -16.98  0.090
H26 22.47 8.62 -15.22  0.397
H27 23.23 6.95 -13.31  0.170
H28 21.48 2.19 -14.00  0.386
H29 25.33 7.26 -12.38  0.076
H30 23.11 8.60 -13.02  0.313